{"formula": "C70H179N13O22", "method": "ωB97M-V/def2-TZVPD", "relative_energy_kcal_mol": 302.1, "orbital_gap_ev": 8.319, "energy_ha": -5140.5546, "homo_ev": -8.13, "lumo_energy_ha": 0.007, "symbols": ["C", "O", "C", "C", "N", "C", "C", "O", "C", "H", "H", "H", "H", "H", "H", "H", "H", "H", "H", "H", "H", "H", "H", "H", "C", "O", "C", "C", "N", "C", "C", "O", "C", "H", "H", "H", "H", "H", "H", "H", "H", "H", "H", "H", "H", "H", "H", "H", "C", "O", "C", "C", "N", "C", "C", "O", "C", "H", "H", "H", "H", "H", "H", "H", "H", "H", "H", "H", "H", "H", "H", "H", "C", "O", "C", "C", "N", "C", "C", "O", "C", "H", "H", "H", "H", "H", "H", "H", "H", "H", "H", "H", "H", "H", "H", "H", "C", "O", "C", "C", "N", "C", "C", "O", "C", "H", "H", "H", "H", "H", "H", "H", "H", "H", "H", "H", "H", "H", "H", "H", "C", "O", "C", "C", "N", "C", "C", "O", "C", "H", "H", "H", "H", "H", "H", "H", "H", "H", "H", "H", "H", "H", "H", "H", "C", "O", "C", "C", "N", "C", "C", "O", "C", "H", "H", "H", "H", "H", "H", "H", "H", "H", "H", "H", "H", "H", "H", "H", "C", "O", "C", "C", "N", "C", "C", "O", "C", "H", "H", "H", "H", "H", "H", "H", "H", "H", "H", "H", "H", "H", "H", "H", "C", "O", "C", "C", "N", "C", "C", "O", "C", "H", "H", "H", "H", "H", "H", "H", "H", "H", "H", "H", "H", "H", "H", "H", "C", "C", "C", "O", "C", "N", "H", "H", "H", "H", "H", "H", "H", "H", "H", "H", "H", "C", "C", "C", "O", "C", "N", "H", "H", "H", "H", "H", "H", "H", "H", "H", "H", "H", "C", "C", "C", "O", "C", "N", "H", "H", "H", "H", "H", "H", "H", "H", "H", "H", "H", "C", "C", "C", "O", "C", "N", "H", "H", "H", "H", "H", "H", "H", "H", "H", "H", "H"], "xyz": [[0.63951, 7.04823, 0.44248], [0.97288, 8.38097, 0.57678], [2.43360, 8.62566, 0.77865], [2.66382, 10.17640, 1.22308], [1.84887, 11.07442, 0.35475], [2.35846, 11.10898, -1.03751], [2.88231, 12.49041, -1.42822], [3.70631, 13.08268, -0.39224], [5.02822, 12.40639, -0.30732], [-0.43174, 7.01651, 0.24372], [0.80189, 6.50526, 1.37357], [1.21136, 6.58822, -0.36344], [2.99088, 8.46386, -0.14405], [2.91897, 7.99932, 1.52712], [3.74408, 10.30665, 1.28763], [2.36233, 10.30944, 2.26207], [2.17522, 11.99637, 0.60691], [1.41024, 10.90983, -1.53684], [2.99233, 10.24699, -1.24557], [2.02706, 13.16611, -1.42047], [3.36907, 12.47168, -2.40332], [5.78347, 13.18708, -0.21665], [5.18373, 11.80649, -1.20401], [5.20932, 11.66810, 0.47384], [-8.18104, 11.33370, 4.91516], [-7.11306, 10.88097, 3.97200], [-7.56195, 10.25444, 2.73814], [-6.31775, 10.17348, 1.91153], [-5.20398, 9.67931, 2.71704], [-5.19460, 8.24382, 2.91590], [-4.15224, 7.85467, 3.99845], [-3.00200, 8.68324, 3.92223], [-1.95029, 8.37403, 4.81858], [-8.91063, 12.06128, 4.55957], [-7.71032, 11.86800, 5.74041], [-8.73831, 10.48293, 5.30727], [-8.43404, 10.65024, 2.21767], [-7.89064, 9.23031, 2.91486], [-6.15937, 11.21596, 1.63539], [-6.51343, 9.58786, 1.01327], [-5.33075, 10.15776, 3.59744], [-4.95645, 7.69703, 2.00353], [-6.15392, 7.88469, 3.28852], [-4.06375, 6.77388, 3.88812], [-4.57538, 8.02715, 4.98804], [-1.95680, 9.11828, 5.61491], [-0.91235, 8.41285, 4.48802], [-2.06772, 7.37090, 5.22850], [3.39438, 0.93042, -12.99344], [2.01504, 0.77506, -12.60823], [1.68213, 0.04672, -11.38540], [1.48742, 1.17492, -10.36689], [0.55557, 0.63781, -9.26605], [0.45374, 1.52406, -8.08646], [0.42715, 0.81156, -6.74220], [-0.73170, 0.03732, -6.61049], [-0.93672, -1.28727, -7.17396], [4.04909, 0.93321, -12.12198], [3.53802, 1.89796, -13.47440], [3.83115, 0.12708, -13.58672], [2.48602, -0.66237, -11.18775], [0.80999, -0.55877, -11.63203], [1.05617, 2.08557, -10.78262], [2.46037, 1.46391, -9.96945], [-0.41565, 0.57428, -9.53586], [-0.37528, 2.21362, -8.24561], [1.38249, 2.08821, -8.00126], [0.36924, 1.68122, -6.08767], [1.38717, 0.33671, -6.53973], [-1.41957, -1.22672, -8.14929], [-1.41163, -1.99288, -6.49229], [0.04077, -1.75797, -7.27904], [-5.43017, -5.71467, 8.45116], [-5.66181, -4.63769, 9.34468], [-6.72974, -3.75918, 8.92283], [-6.51967, -2.40381, 9.46704], [-6.95015, -2.17398, 10.86946], [-5.92059, -2.29447, 11.94551], [-5.49505, -3.79848, 12.27316], [-4.05456, -4.04008, 12.51256], [-3.34294, -4.38356, 11.34475], [-4.66598, -6.32675, 8.93020], [-5.08226, -5.39455, 7.46902], [-6.36828, -6.25358, 8.31842], [-7.62427, -4.29560, 9.23933], [-6.78497, -3.68087, 7.83705], [-7.01035, -1.62475, 8.88361], [-5.44269, -2.23809, 9.43972], [-7.52060, -1.34233, 10.92457], [-6.22980, -1.94443, 12.93037], [-4.99453, -1.84485, 11.58726], [-6.03435, -4.59530, 11.76098], [-5.72261, -4.11514, 13.29102], [-2.29935, -4.32979, 11.65483], [-3.43170, -3.59605, 10.59638], [-3.55000, -5.27905, 10.75881], [6.04800, -4.18641, -6.07375], [5.11001, -5.24543, -6.42012], [3.95191, -4.79087, -7.05970], [3.29702, -5.78553, -8.02056], [2.87165, -6.94770, -7.30217], [2.50125, -8.14487, -7.98132], [3.69764, -8.86975, -8.60771], [3.64475, -10.27694, -8.48563], [2.95233, -10.80951, -9.56606], [5.63005, -3.22799, -5.76577], [6.53996, -3.92601, -7.01091], [6.70127, -4.54672, -5.27906], [4.28813, -4.03185, -7.76607], [3.23415, -4.35090, -6.36734], [4.15333, -5.97646, -8.66738], [2.52856, -5.25850, -8.58606], [3.49906, -7.25925, -6.57456], [1.86163, -8.04758, -8.85856], [2.00376, -8.73297, -7.21013], [4.54574, -8.79120, -7.92753], [4.06897, -8.47809, -9.55473], [1.92838, -10.43918, -9.61573], [2.81118, -11.88587, -9.46794], [3.41544, -10.57954, -10.52562], [-6.53871, 3.94447, -4.08370], [-6.69196, 2.50741, -3.85129], [-6.12198, 2.04939, -2.64456], [-6.87778, 2.63664, -1.41096], [-8.34304, 2.51182, -1.20427], [-8.61812, 1.20488, -0.70031], [-8.88109, 0.14695, -1.73726], [-9.13394, -1.08257, -0.99581], [-10.41134, -1.74375, -1.22109], [-6.66737, 4.02846, -5.16282], [-5.62442, 4.37697, -3.67735], [-7.24194, 4.56001, -3.52275], [-5.11050, 2.45140, -2.70296], [-6.05958, 0.96383, -2.56872], [-6.77829, 3.72072, -1.46576], [-6.43297, 2.40208, -0.44388], [-8.69672, 2.58707, -2.14733], [-9.51329, 1.22845, -0.07884], [-7.95288, 0.99377, 0.13694], [-8.04313, 0.04663, -2.42709], [-9.76326, 0.38116, -2.33310], [-10.52089, -2.10284, -2.24440], [-11.27313, -1.08627, -1.10643], [-10.47002, -2.63299, -0.59346], [-5.77310, -13.49486, -1.63697], [-4.79914, -12.70308, -2.24054], [-3.53623, -13.35088, -2.41893], [-2.81205, -12.29175, -3.36697], [-2.77546, -11.07574, -2.64539], [-1.91188, -11.11044, -1.42906], [-2.47618, -10.33011, -0.21640], [-2.36169, -8.95362, -0.39991], [-2.99941, -8.33343, -1.46667], [-5.79517, -14.45737, -2.14802], [-6.77316, -13.06247, -1.66910], [-5.50248, -13.59084, -0.58546], [-3.50947, -14.28269, -2.98383], [-3.21159, -13.50139, -1.38934], [-3.26017, -12.25817, -4.36003], [-1.81531, -12.70968, -3.50815], [-3.68109, -10.76488, -2.32396], [-1.00128, -10.64675, -1.80844], [-1.69867, -12.12233, -1.08454], [-1.99952, -10.72392, 0.68128], [-3.50232, -10.64956, -0.03448], [-3.99381, -8.71207, -1.70314], [-2.38112, -8.39053, -2.36252], [-3.16700, -7.31123, -1.12738], [4.60961, 2.46159, 2.75806], [5.89433, 2.84529, 2.36481], [6.36770, 4.04425, 2.82484], [7.75813, 4.29603, 2.21808], [8.33133, 5.55461, 2.59280], [7.72356, 6.82051, 2.04508], [7.79296, 6.86326, 0.49829], [6.76780, 7.63243, -0.19401], [6.72983, 7.52244, -1.62198], [4.50854, 1.42833, 2.42601], [3.96633, 3.01454, 2.07356], [4.37049, 2.55305, 3.81756], [6.36628, 3.95829, 3.91144], [5.70490, 4.87868, 2.59567], [7.61033, 4.01414, 1.17558], [8.47619, 3.51933, 2.48123], [9.33814, 5.63237, 2.61283], [8.28522, 7.64034, 2.49285], [6.69851, 6.99754, 2.37073], [7.97638, 5.89330, 0.03606], [8.70065, 7.41244, 0.24807], [5.94648, 6.89386, -2.04548], [7.57041, 6.97322, -2.04610], [6.70811, 8.51605, -2.06960], [6.37055, 2.46954, -2.54252], [7.71677, 2.54074, -2.72063], [8.12298, 3.05130, -3.98865], [9.61335, 3.22282, -4.13444], [10.39072, 2.01689, -3.70123], [11.85763, 2.20621, -3.73599], [12.51984, 2.68101, -2.50195], [11.76801, 3.78591, -1.79574], [12.52936, 4.60700, -0.89267], [6.10712, 1.89803, -1.65253], [5.82600, 2.04392, -3.38539], [5.79981, 3.39171, -2.43308], [7.60067, 4.00062, -4.10726], [7.69798, 2.47594, -4.81110], [9.83322, 4.13560, -3.58074], [9.80542, 3.42054, -5.18901], [10.18525, 1.75311, -2.74817], [12.08426, 2.91200, -4.53512], [12.23087, 1.20069, -3.93017], [13.51476, 2.96073, -2.84834], [12.68348, 1.80175, -1.87887], [13.05638, 5.40141, -1.42114], [13.23777, 4.00419, -0.32446], [11.95182, 5.06566, -0.09005], [-3.41947, -1.07159, 2.35571], [-2.01549, -0.44288, 2.40001], [-1.42945, -0.71587, 1.04079], [-0.57457, -1.85312, 1.09370], [-0.11530, -2.33006, -0.19626], [-2.16185, 1.00360, 2.70417], [-3.39295, -2.09909, 1.99288], [-4.00945, -0.58215, 1.58081], [-3.88465, -0.96278, 3.33544], [-1.46407, -0.90994, 3.21603], [-0.87239, 0.14611, 0.67370], [-2.10369, -1.00140, 0.23333], [0.71224, -3.03390, -0.10732], [0.42248, -1.53246, -0.70882], [-0.83274, -2.65276, -0.95074], [-2.80694, 1.19505, 3.45738], [-1.27576, 1.27140, 3.10820], [4.59209, -8.13414, -1.87464], [5.69771, -8.88051, -2.46535], [5.46965, -10.04277, -3.38981], [4.91910, -11.11384, -2.76155], [4.49016, -12.16495, -3.67277], [6.59328, -7.88076, -3.04904], [4.98553, -7.23943, -1.39215], [4.00256, -8.77115, -1.21526], [3.90029, -7.79523, -2.64578], [6.26786, -9.29013, -1.63153], [6.40906, -10.26116, -3.89762], [4.74426, -9.64996, -4.10228], [4.07448, -12.98671, -3.08967], [5.39937, -12.56539, -4.12117], [3.93442, -11.87293, -4.56383], [6.02128, -7.27512, -3.62011], [7.19705, -8.48740, -3.58525], [1.94657, -5.46081, 3.99487], [0.87515, -5.14013, 5.01302], [1.35612, -3.89128, 5.79422], [2.20511, -4.16570, 6.80298], [3.33376, -3.22154, 6.94678], [-0.34197, -4.98277, 4.27078], [1.71296, -6.41920, 3.53119], [2.89696, -5.47775, 4.52833], [2.06039, -4.79828, 3.13685], [0.83149, -6.00166, 5.67932], [0.51811, -3.46687, 6.34714], [1.60412, -3.03697, 5.16433], [3.77373, -3.44841, 7.91788], [3.00222, -2.18377, 6.91179], [4.02139, -3.50718, 6.15074], [-0.06822, -4.11629, 3.82990], [-0.47849, -5.58956, 3.47499], [-9.55446, 4.72681, 7.27471], [-8.78371, 3.75019, 8.28426], [-7.92472, 4.55265, 9.30859], [-6.72695, 5.20680, 8.81818], [-5.67395, 4.38538, 8.43943], [-9.80488, 2.85069, 8.82978], [-10.21675, 4.16032, 6.62007], [-8.74659, 5.26418, 6.77807], [-10.12827, 5.51766, 7.75785], [-8.16751, 3.01828, 7.76203], [-7.60980, 3.91826, 10.13712], [-8.54084, 5.30208, 9.80542], [-5.78013, 3.81024, 7.51963], [-5.50537, 3.68180, 9.25469], [-4.76276, 4.97244, 8.55437], [-10.46066, 3.41648, 9.34933], [-10.32330, 2.42784, 8.07313]], "atomic_forces_ev_per_a": [[-0.15, -0.39, 0.13], [2.67, 1.58, 0.66], [-1.35, 2.13, 0.30], [-1.52, -2.22, -0.51], [2.38, 0.17, 0.63], [-1.52, -0.87, 0.04], [-0.20, 0.09, 1.32], [1.65, -1.68, -0.40], [-0.80, 0.59, -0.66], [0.05, -0.11, -0.22], [0.18, -0.29, 0.15], [-0.07, -0.34, -0.18], [-0.26, -0.17, -0.30], [-0.48, -0.32, 0.27], [0.30, 0.26, -0.69], [-0.51, -0.10, -0.06], [-0.48, 0.44, 1.07], [0.34, 0.10, -1.13], [0.43, 0.29, -0.09], [-0.02, 0.03, -0.41], [0.12, 0.15, 0.00], [-0.08, -0.04, -0.11], [0.12, 0.35, -0.37], [-0.78, 0.32, 0.59], [1.04, -0.54, -0.60], [-2.85, 1.13, 0.53], [-0.29, -1.14, 1.15], [-0.04, 0.63, 0.01], [-0.09, 0.09, -1.08], [0.82, 0.42, 0.89], [-0.84, 0.94, 0.07], [0.75, -0.80, -1.11], [-0.43, -0.10, 0.94], [0.14, -0.11, -0.94], [0.45, -0.40, -0.07], [0.12, -0.17, -0.04], [0.16, 1.05, 0.18], [-0.08, -0.33, 0.70], [0.68, -0.02, -0.38], [0.27, -0.09, -0.04], [0.50, -0.17, 0.25], [-0.01, 0.29, -0.26], [-0.27, -0.42, 0.04], [0.97, -0.19, 0.05], [-0.35, -0.06, 0.25], [-0.26, -0.11, 0.43], [-0.27, 0.13, -1.22], [-0.13, -0.05, 0.25], [-0.22, -0.19, 1.27], [0.63, -0.42, -0.84], [0.83, 1.62, -1.71], [-1.99, -1.65, 1.57], [1.38, 0.71, 0.43], [1.50, -0.48, -0.58], [-0.69, 0.62, -1.49], [-1.40, -1.02, 1.00], [2.06, 0.76, 0.19], [-0.04, 0.21, 0.45], [-0.31, -0.16, -0.19], [-0.60, -0.19, -0.50], [0.09, 0.14, 0.56], [-0.27, 0.35, 0.30], [-0.01, -0.20, -0.61], [-0.13, -0.20, 0.45], [0.22, -0.28, -1.08], [-0.11, 0.15, 0.54], [0.06, 0.49, -0.33], [-0.37, -0.38, 0.81], [-0.07, -0.62, -0.11], [-0.12, -0.07, 0.16], [-0.70, 0.74, 0.24], [0.24, 0.04, -0.54], [-0.33, 0.37, 0.58], [0.17, 0.74, -0.75], [0.12, -1.92, -0.21], [0.16, 1.21, 2.10], [0.05, -0.71, 0.60], [0.33, -2.11, -1.09], [0.45, -0.46, 2.14], [-1.49, -0.28, -1.83], [1.19, 1.54, -0.31], [-0.15, -0.19, -0.18], [0.11, 0.21, -0.08], [0.03, -0.45, -0.07], [-0.54, 0.58, 0.13], [0.32, -0.15, -0.30], [0.00, -0.25, -0.30], [0.29, 0.22, -0.39], [0.31, -0.05, 0.31], [-0.26, 0.71, -0.56], [0.23, 0.47, 0.38], [0.59, 0.29, -1.09], [-1.09, 0.95, 0.37], [0.13, -0.50, -0.12], [-0.17, 0.32, -0.16], [-0.46, -0.52, 0.82], [-0.68, -0.52, -0.94], [0.44, -0.08, 1.13], [-0.25, 1.19, -1.12], [1.97, -0.13, 1.23], [-1.13, 0.27, 0.27], [0.12, -0.67, -1.37], [1.90, -0.53, 2.84], [-0.51, -0.45, -1.14], [-1.13, -0.78, -0.46], [-0.76, -0.24, 0.38], [0.70, -0.17, 0.11], [0.06, -0.10, -0.38], [-0.20, 0.75, 0.03], [-0.06, -0.03, 0.27], [-0.03, -0.38, -0.81], [-0.27, -0.28, 0.15], [0.34, 0.72, 0.07], [-0.86, 0.82, 0.49], [0.06, -0.62, -0.43], [0.26, 1.27, 0.17], [-0.49, -0.29, -0.45], [-0.25, 0.35, 0.00], [0.50, -0.08, 0.12], [0.28, -0.04, -0.11], [-0.40, -1.13, 0.52], [-0.49, 0.72, -0.35], [-0.41, 0.96, 0.92], [0.17, 1.71, 0.38], [1.72, -0.32, -1.10], [-1.83, -0.06, 1.35], [-0.13, -1.44, 0.89], [-0.76, -0.28, -0.59], [0.93, 0.50, -0.70], [0.20, 0.42, 0.25], [0.78, -0.57, -0.52], [-0.82, -0.32, -0.26], [0.39, -0.18, 0.86], [-0.24, -0.02, -0.64], [0.52, 0.19, -0.18], [0.40, -0.37, -0.23], [-0.70, 0.17, -0.20], [-0.73, 0.22, -0.24], [0.87, -0.63, -0.70], [0.06, -0.41, -0.02], [-0.09, 0.30, -0.02], [0.40, -0.07, -0.32], [0.06, 0.23, 0.61], [0.10, 0.38, 0.28], [0.20, -0.45, 0.34], [-0.49, -0.02, -1.10], [-0.73, 1.49, -1.49], [0.17, -2.22, 2.37], [0.57, 1.71, 0.82], [-0.21, 0.47, -0.72], [-0.04, -1.07, -1.70], [0.56, -0.11, 1.87], [-0.30, 0.45, -0.22], [-0.23, -0.32, 0.28], [0.21, 0.36, -0.30], [-0.15, -0.53, 0.31], [-0.82, -0.45, 0.21], [1.04, -0.11, -0.25], [-0.43, 0.16, 0.29], [0.39, 0.40, -0.11], [-0.31, -0.46, -0.53], [0.49, -0.07, 0.78], [0.05, -0.20, -0.16], [0.66, 0.88, 0.08], [-0.64, 0.16, -0.37], [-0.13, -0.42, 0.09], [-0.12, 0.18, -0.14], [0.24, 0.18, -0.34], [-0.08, -0.14, -1.53], [0.71, -1.50, -0.75], [0.59, 0.69, 1.23], [-0.14, -1.12, 0.21], [-1.07, 1.95, -0.34], [0.14, -1.01, -0.37], [0.88, 1.31, -1.04], [-0.50, -0.81, 0.29], [0.74, -0.55, 0.17], [0.00, -0.15, 0.38], [-0.89, 0.29, 0.62], [0.11, 0.27, 0.05], [0.48, 0.48, 0.43], [-0.24, 0.24, -0.33], [0.05, 0.84, -0.77], [-0.16, -0.13, 0.68], [-0.21, -0.39, -0.20], [0.09, 0.01, -0.22], [-0.14, -0.49, 0.09], [-0.68, -0.34, 0.21], [0.49, -0.01, 0.08], [-0.88, 0.25, 0.63], [0.79, 0.31, 0.33], [-0.11, -0.02, 0.12], [-2.27, -0.29, 0.04], [1.92, 0.06, -0.25], [-1.25, -0.09, -0.06], [0.15, -0.57, 1.14], [-0.04, 1.05, -0.42], [-1.94, 0.12, -1.00], [0.06, 1.27, 1.61], [0.97, -1.11, -0.66], [0.47, -0.91, -0.21], [0.41, -0.19, -0.01], [0.23, -0.68, -0.37], [0.58, 0.95, 0.21], [0.31, 0.61, -0.07], [0.03, -0.79, 0.06], [0.63, 0.01, 0.22], [0.15, -0.11, -0.03], [-0.69, 0.17, 0.08], [0.03, -0.32, -0.34], [0.62, 0.20, -0.36], [0.23, 0.65, 0.46], [-0.29, 0.29, 0.85], [0.10, -0.03, -0.12], [0.38, -0.16, -0.22], [-0.81, -0.09, -0.49], [0.20, 0.24, 0.03], [-2.24, -0.18, 0.31], [1.62, -0.34, -1.24], [0.76, -1.29, -0.51], [0.94, 1.50, 0.29], [0.82, -0.25, -0.49], [0.21, -0.22, 0.58], [-0.12, 0.47, 0.23], [-0.32, -0.33, -0.12], [0.41, -0.40, -0.39], [0.23, 0.27, 0.01], [-0.99, 0.64, 0.28], [-0.59, -0.53, 0.67], [-0.10, 0.67, -0.05], [-0.67, -0.32, 0.62], [-0.44, -0.43, -0.03], [0.29, 0.46, -0.17], [-2.01, 0.06, 0.16], [2.32, -0.12, 1.41], [-0.90, 1.69, -0.97], [-1.46, -2.15, 0.27], [1.87, 0.15, 0.47], [-0.02, -0.92, 0.07], [-0.12, -0.23, 0.33], [0.01, 0.26, 0.28], [-0.17, 0.15, -0.24], [0.14, -0.24, 0.32], [0.23, -0.32, -0.20], [-0.04, -0.04, -0.91], [-0.40, 0.44, -0.06], [0.34, -0.26, -0.03], [-0.72, 0.54, 0.51], [0.30, 0.07, -0.66], [0.60, 0.94, -0.80], [1.09, -0.81, 0.12], [1.92, -0.84, -0.76], [-3.83, 0.86, -0.25], [3.54, 0.04, 1.63], [-1.16, -1.88, -0.19], [-1.11, 2.07, 0.59], [0.35, -0.32, 0.19], [0.37, -0.42, -0.30], [-0.34, 0.63, 0.27], [-0.13, 0.20, 0.39], [-1.11, 0.03, -0.40], [0.78, -0.26, -0.64], [-0.02, 0.11, -0.12], [-0.01, -0.02, -0.15], [0.28, 0.59, 0.00], [-1.09, 0.68, -0.68], [0.43, -0.63, 0.25], [2.12, -0.31, 0.78], [-1.38, 0.75, -1.31], [0.33, -0.62, 0.17], [-2.17, 0.52, -0.45], [0.64, -0.68, 1.65], [0.43, 0.22, 1.63], [0.32, 0.10, -0.20], [-0.28, 0.04, -0.78], [-0.13, -0.29, 0.50], [0.53, 0.61, -0.49], [0.02, -0.57, -0.04], [0.05, 0.40, -0.40], [-0.01, 0.40, -0.27], [-0.15, -0.76, 0.07], [-0.03, 0.26, -0.97], [-0.37, -0.11, 0.18], [0.07, 0.02, -0.09]]}